ORCA calculation (ωB97M-V/def2-TZVPD) on C19H24ClIN7O6Ti as an isolated structure.

XYZ file:
```
59
Properties=species:S:1:pos:R:3:nbo_charge:R:1
Ti 0.01 -0.50 -0.46 1.69
O 0.92 3.28 1.27 -0.74
C 1.10 3.70 -0.08 -0.07
C 2.13 2.86 -0.83 -0.25
N 1.61 1.62 -1.45 -0.43
C 0.86 1.93 -2.66 -0.35
C -0.01 0.78 -3.15 0.79
O -0.56 0.79 -4.21 -0.54
O -0.13 -0.23 -2.28 -0.70
C 2.74 0.74 -1.72 -0.34
C 2.96 -0.10 -0.47 0.79
O 3.97 -0.14 0.18 -0.56
O 1.87 -0.80 -0.17 -0.74
H 1.72 3.48 1.76 0.47
H 1.42 4.75 -0.11 0.19
H 0.12 3.65 -0.55 0.18
H 2.92 2.58 -0.13 0.22
H 2.60 3.48 -1.61 0.20
H 1.51 2.24 -3.49 0.23
H 0.18 2.76 -2.47 0.23
H 3.65 1.29 -1.99 0.22
H 2.49 0.07 -2.55 0.23
C -0.73 2.38 4.31 -0.43
N -0.04 1.37 3.52 -0.39
C 1.16 0.73 4.04 -0.42
C -0.43 1.07 2.27 0.71
N 0.18 0.21 1.51 -0.80
N -1.57 1.71 1.82 -0.60
C -2.03 1.73 0.52 0.68
N -3.16 2.48 0.37 -0.79
N -1.41 1.15 -0.44 -0.76
H -0.25 2.44 5.29 0.24
H -1.78 2.10 4.49 0.21
H -0.68 3.36 3.85 0.21
H 1.36 1.12 5.03 0.23
H 2.03 0.93 3.41 0.21
H 1.02 -0.35 4.12 0.22
H 1.01 -0.18 1.93 0.41
H -1.92 2.46 2.40 0.42
H -3.79 2.56 1.15 0.41
H -3.61 2.45 -0.53 0.41
H -1.95 1.16 -1.30 0.39
Cl -2.53 -6.89 -1.87 0.04
C -2.26 -5.28 -1.31 -0.05
C -3.27 -4.59 -0.71 -0.23
C -3.09 -3.27 -0.23 -0.22
I -4.64 -2.24 0.68 0.18
C -1.87 -2.66 -0.37 0.34
O -1.54 -1.45 0.05 -0.68
C -0.83 -3.37 -1.00 0.10
N 0.32 -2.66 -1.10 -0.43
C 1.36 -3.24 -1.66 0.12
C 1.32 -4.55 -2.16 -0.25
C 0.15 -5.27 -2.08 -0.11
C -0.98 -4.68 -1.48 -0.03
H -4.24 -5.06 -0.60 0.25
H 2.28 -2.66 -1.70 0.22
H 2.20 -4.97 -2.61 0.24
H 0.10 -6.28 -2.46 0.25
```

Calculated values
HOMO level ... -10.6391 eV
Multiplicity ... 1
Net charge ... +1
Energy ... -3180.56669 hartree
E_LUMO ... -3.3 eV

***

ORCA calculation (ωB97M-V/def2-TZVPD) on one molecule with the formula C19H24ClN3O2.

XYZ file:
```
49
Properties=species:S:1:pos:R:3:nbo_charge:R:1
O 1.84 0.70 1.01 -0.64
C 1.32 0.04 0.11 0.66
N -0.01 -0.05 0.20 -0.46
C -0.99 -0.76 -0.79 -0.22
H -0.57 -1.80 -1.34 0.21
C -2.44 -1.19 -0.08 -0.23
N -3.14 -0.07 0.59 -0.48
C -4.40 0.34 0.05 0.19
C -4.88 1.66 -0.15 -0.30
C -6.12 1.87 -0.29 -0.16
C -7.16 1.11 -0.29 -0.27
C -6.80 -0.29 -0.17 -0.16
C -5.35 -0.86 0.07 -0.23
Cl -4.98 -2.24 0.64 0.17
H -7.43 -1.21 -0.18 0.20
H -8.21 1.10 -0.37 0.24
H -6.42 2.78 -0.40 0.20
H -4.15 2.38 0.03 0.21
C -2.06 1.23 0.77 -0.17
H -1.97 1.87 0.13 0.15
C -0.91 0.51 1.24 -0.27
H -1.19 -0.11 2.28 0.23
H -0.20 1.40 1.78 0.26
H -2.70 1.73 1.81 0.22
H -3.01 -1.39 -1.14 0.23
H -2.12 -1.83 0.64 0.20
H -1.21 -0.20 -1.59 0.17
C 1.89 -0.45 -1.12 -0.34
C 3.12 0.03 -1.24 -0.19
N 4.25 -0.29 -0.29 -0.40
C 4.28 -1.29 0.30 0.67
O 5.21 -1.74 0.88 -0.66
C 3.04 -2.22 0.39 -0.47
C 2.09 -2.22 -0.86 -0.32
H 1.15 -2.71 -0.68 0.22
H 2.64 -2.31 -1.69 0.19
H 2.50 -1.97 1.11 0.20
H 3.33 -3.28 0.76 0.24
C 5.28 0.72 -0.29 -0.07
C 4.89 2.18 0.33 -0.44
C 5.94 1.02 1.17 -0.29
H 6.78 1.34 1.31 0.17
H 5.33 0.60 1.92 0.22
H 3.96 2.09 0.63 0.22
H 5.37 2.96 -0.31 0.22
H 6.14 0.53 -1.16 0.22
H 3.64 -0.34 -2.30 0.17
H 3.20 1.00 -1.31 0.22
H 1.26 -0.38 -2.08 0.27
```

Calculated values
HOMO level ... -8.0686 eV
Multiplicity ... 1
Net charge ... 0
Energy ... -1512.73949 hartree
E_LUMO ... 0.3 eV

***

ORCA calculation (ωB97M-V/def2-TZVPD) on C19H24EuN3O5PS as an isolated structure.

XYZ file:
```
54
Properties=species:S:1:pos:R:3:lowdin_charge:R:1
C 2.15 -1.99 -2.42 -0.13
C 1.28 -0.89 -3.01 -0.26
N 0.82 0.04 -2.15 0.00
C 0.23 1.19 -2.64 -0.31
C -0.16 1.23 -4.00 0.03
C 0.19 0.20 -4.85 0.01
C 0.95 -0.87 -4.36 0.03
C 0.14 2.36 -1.82 -0.19
P 0.20 2.51 -0.03 0.75
H 1.28 -1.70 -4.99 0.14
H -0.67 2.13 -4.35 0.13
H -0.10 0.23 -5.90 0.14
C 0.45 -3.28 -1.27 -0.06
C 2.70 -3.19 -0.35 -0.08
H -0.21 3.26 -2.35 0.11
H 3.20 -1.64 -2.30 0.13
H 2.17 -2.84 -3.13 0.14
C -1.48 3.07 0.48 -0.22
C 1.15 4.08 0.12 -0.22
H -1.59 3.00 1.57 0.05
H -1.64 4.11 0.16 0.06
H -2.22 2.40 0.04 0.03
H 1.61 4.13 1.12 0.05
H 1.95 4.11 -0.64 0.06
H 0.48 4.94 -0.01 0.06
H 2.96 -4.15 -0.84 0.12
H 3.61 -2.57 -0.29 0.09
H 2.35 -3.39 0.67 0.09
H 0.67 -4.12 -1.96 0.12
H 0.13 -3.69 -0.30 0.08
H -0.36 -2.67 -1.68 0.09
C 0.94 1.53 2.51 -0.07
O 0.91 1.79 3.63 0.13
Eu 1.19 -0.42 0.34 1.95
O 2.89 1.26 -0.64 -0.17
H 2.20 1.78 -1.16 0.02
H 3.46 0.86 -1.33 0.08
N 1.66 -2.45 -1.10 -0.41
O -2.61 0.12 -0.07 0.05
C -2.16 -0.48 0.92 -0.48
N -1.04 -1.30 0.84 -0.23
S -0.62 -2.07 2.22 0.65
O -0.83 -3.50 2.19 -0.24
O 0.78 -1.63 2.50 -0.46
C -1.80 -1.17 3.17 -0.24
C -1.91 -1.13 4.55 -0.01
C -2.85 -0.24 5.10 -0.02
C -3.65 0.56 4.28 -0.02
C -3.53 0.48 2.89 0.02
C -2.60 -0.40 2.34 -0.14
H -1.26 -1.75 5.16 0.14
H -2.95 -0.18 6.18 0.12
H -4.36 1.24 4.73 0.13
H -4.15 1.09 2.23 0.13
```

Calculated values
HOMO level (spin up / spin down) ... -14.6824 / -15.1132 eV
Multiplicity ... 8
Net charge ... +2
Energy ... -2728.21012 hartree
E_LUMO (spin up / spin down) ... -8.8 / -8.2 eV

***

ORCA calculation (ωB97M-V/def2-TZVPD) on one molecule with the formula C19H24FNO3.

XYZ file:
```
48
Properties=species:S:1:pos:R:3:nbo_charge:R:1
C -4.37 -0.61 0.61 -0.40
N -3.06 -0.02 0.39 -0.48
C -1.96 -0.90 0.72 -0.25
C -1.88 -2.23 -0.06 -0.09
O -0.69 -2.92 0.26 -0.51
C 0.50 -2.48 -0.24 0.38
C 1.64 -3.02 0.36 -0.27
C 2.89 -2.68 -0.09 -0.19
C 3.05 -1.81 -1.15 -0.25
C 1.92 -1.27 -1.75 -0.18
C 0.65 -1.60 -1.31 -0.34
H -0.20 -1.18 -1.81 0.21
H 2.03 -0.59 -2.58 0.21
H 4.03 -1.54 -1.51 0.22
H 3.76 -3.11 0.39 0.21
H 1.50 -3.70 1.19 0.22
H -1.98 -2.07 -1.14 0.17
H -2.68 -2.91 0.26 0.19
H -2.04 -1.14 1.79 0.20
H -1.03 -0.36 0.58 0.22
C -2.95 0.71 -0.87 -0.24
H -2.53 0.11 -1.68 0.18
C -2.09 1.99 -0.67 0.07
O -2.09 2.39 0.67 -0.72
H -2.41 1.62 1.18 0.49
C -0.66 1.79 -1.20 -0.09
O 0.07 2.98 -1.01 -0.53
C 1.46 2.79 -0.97 -0.08
C 1.93 1.97 0.21 -0.16
C 3.13 1.26 0.16 0.46
C 3.57 0.48 1.21 -0.30
C 2.79 0.39 2.35 -0.20
C 1.59 1.09 2.43 -0.23
C 1.17 1.88 1.37 -0.20
H 0.24 2.43 1.42 0.25
H 0.99 1.03 3.32 0.21
H 3.11 -0.22 3.17 0.21
H 4.50 -0.04 1.13 0.23
F 3.89 1.34 -0.96 -0.34
H 1.89 3.79 -0.91 0.21
H 1.82 2.32 -1.91 0.18
H -0.17 0.96 -0.67 0.18
H -0.70 1.54 -2.27 0.16
H -2.52 2.82 -1.25 0.18
H -3.96 1.01 -1.16 0.21
H -4.65 -1.35 -0.16 0.17
H -5.12 0.18 0.61 0.21
H -4.37 -1.10 1.58 0.20
```

Calculated values
HOMO level ... -8.4524 eV
Multiplicity ... 1
Net charge ... 0
Energy ... -1118.70344 hartree
E_LUMO ... 0.7 eV

***

ORCA calculation (ωB97M-V/def2-TZVPD) on C19H24GeMoN3O5 as an isolated structure.

XYZ file:
```
53
Properties=species:S:1:pos:R:3:nbo_charge:R:1
Mo 0.37 0.53 -0.01 0.96
C 1.81 4.15 2.23 -0.70
C 1.31 2.75 2.05 0.74
O 1.29 2.22 0.93 -0.63
N 0.89 2.10 3.15 -0.57
C 0.33 0.75 3.10 -0.28
C -1.07 0.80 2.54 0.25
C -2.19 0.62 3.33 -0.23
C -3.45 0.83 2.79 -0.11
C -3.54 1.29 1.48 -0.23
C -2.39 1.44 0.74 0.07
N -1.16 1.13 1.22 -0.47
H 2.85 4.19 1.91 0.27
H 1.74 4.50 3.25 0.23
H 1.26 4.82 1.57 0.26
H 0.94 2.57 4.04 0.42
H 0.32 0.34 4.11 0.25
H 0.98 0.12 2.47 0.25
H -2.07 0.28 4.35 0.24
H -4.33 0.66 3.38 0.24
H -4.49 1.51 1.02 0.25
H -2.42 1.79 -0.29 0.23
C 1.35 -2.79 -2.19 -1.06
Ge 2.72 -1.75 -1.15 1.54
C 3.48 -0.36 -2.34 -1.07
C 4.07 -2.93 -0.29 -1.05
C 1.69 -0.88 0.30 -0.73
H 1.82 -3.64 -2.68 0.25
H 0.90 -2.16 -2.95 0.23
H 0.56 -3.17 -1.55 0.22
H 3.60 -0.76 -3.34 0.24
H 4.46 -0.03 -1.99 0.24
H 2.82 0.51 -2.38 0.25
H 4.65 -3.45 -1.05 0.24
H 3.59 -3.67 0.34 0.23
H 4.75 -2.34 0.32 0.24
H 1.80 -1.47 1.22 0.23
O 0.19 1.55 -3.91 -0.52
C -0.06 1.06 -2.84 0.76
O 0.64 1.29 -1.73 -0.66
C -1.18 0.11 -2.56 -0.17
C -2.24 -0.11 -3.41 -0.11
C -3.26 -0.99 -3.02 -0.19
C -3.25 -1.59 -1.78 -0.15
C -2.19 -1.34 -0.89 0.02
C -1.13 -0.47 -1.27 -0.17
N -2.14 -1.90 0.38 0.50
O -1.17 -1.55 1.12 -0.43
O -3.01 -2.67 0.76 -0.33
H -2.28 0.38 -4.37 0.26
H -4.07 -1.19 -3.71 0.24
H -4.03 -2.26 -1.47 0.26
H -0.07 -0.84 -0.94 0.28
```

Calculated values
HOMO level (spin up / spin down) ... -10.0504 / -10.1021 eV
Multiplicity ... 1
Net charge ... +1
Energy ... -3423.63321 hartree
E_LUMO (spin up / spin down) ... -4.3 / -4.3 eV

***

ORCA calculation (ωB97M-V/def2-TZVPD) on C19H24I2N6OPdS as an isolated structure.

XYZ file:
```
54
Properties=species:S:1:pos:R:3:nbo_charge:R:1
Pd 0.85 -0.49 -1.03 0.94
I -3.28 -3.75 4.05 0.14
C -2.59 -2.59 2.46 -0.20
C -2.69 -1.20 2.53 -0.25
C -2.19 -0.43 1.49 -0.24
I -2.29 1.64 1.60 0.14
C -1.59 -1.01 0.36 0.40
O -1.15 -0.30 -0.65 -0.79
C -1.48 -2.42 0.34 -0.14
C -0.73 -3.01 -0.81 -0.24
N 0.68 -2.54 -0.81 -0.56
C 1.47 -3.02 0.36 -0.27
C 1.29 -2.19 1.62 0.21
C 0.97 -2.76 2.84 -0.24
C 0.83 -1.93 3.94 -0.15
C 1.02 -0.56 3.78 -0.26
C 1.35 -0.09 2.52 0.06
N 1.49 -0.89 1.47 -0.47
C -1.99 -3.19 1.37 -0.22
H -3.14 -0.73 3.39 0.23
H -1.16 -2.69 -1.75 0.23
H -0.75 -4.10 -0.76 0.19
H 1.14 -2.89 -1.64 0.41
H 2.52 -2.97 0.08 0.25
H 1.22 -4.07 0.56 0.20
H 0.81 -3.83 2.93 0.22
H 0.57 -2.34 4.91 0.22
H 0.91 0.12 4.61 0.22
H 1.50 0.97 2.35 0.19
H -1.89 -4.27 1.33 0.22
S 5.00 -0.77 -0.23 -0.19
C 3.66 -0.78 -1.12 0.16
N 2.69 -0.81 -1.80 -0.67
C -0.05 0.94 -3.58 -0.40
N -0.47 2.09 -2.78 -0.45
C -1.92 2.27 -2.70 -0.41
C 0.27 2.38 -1.67 0.67
N 1.07 1.51 -1.12 -0.76
N 0.13 3.65 -1.17 -0.43
C -0.06 4.78 -2.06 -0.41
C 0.71 3.98 0.11 -0.42
H 0.97 1.10 -3.93 0.22
H -0.72 0.84 -4.43 0.20
H -0.05 0.04 -2.96 0.20
H -2.40 1.35 -2.34 0.22
H -2.32 2.53 -3.68 0.20
H -2.16 3.06 -2.00 0.22
H 1.73 1.91 -0.47 0.38
H -0.44 4.45 -3.02 0.23
H 0.89 5.31 -2.23 0.19
H -0.77 5.49 -1.62 0.20
H 0.57 3.16 0.81 0.22
H 0.19 4.85 0.51 0.21
H 1.78 4.22 0.04 0.19
```

Calculated values
HOMO level ... -7.8013 eV
Multiplicity ... 1
Net charge ... 0
Energy ... -2263.67863 hartree
E_LUMO ... 0.3 eV

***

ORCA calculation (ωB97M-V/def2-TZVPD) on one molecule with the formula C19H24N2O2.

XYZ file:
```
47
Properties=species:S:1:pos:R:3:nbo_charge:R:1
O -0.06 -2.82 -0.36 -0.68
C -0.15 -1.83 0.35 0.80
N -1.31 -1.13 0.49 -0.66
H -1.27 -0.19 0.85 0.40
C -2.44 -1.41 -0.38 -0.05
C -3.75 -1.18 0.37 -0.40
C -4.01 0.31 0.62 -0.40
C -3.99 1.09 -0.69 -0.40
C -2.65 0.90 -1.40 -0.41
C -2.39 -0.58 -1.67 -0.41
H -1.42 -0.72 -2.14 0.22
H -3.15 -0.96 -2.35 0.20
H -1.85 1.32 -0.79 0.20
H -2.66 1.44 -2.35 0.21
H -4.16 2.15 -0.49 0.20
H -4.79 0.73 -1.34 0.19
H -4.98 0.43 1.11 0.21
H -3.25 0.71 1.30 0.18
H -4.57 -1.59 -0.23 0.20
H -3.73 -1.72 1.31 0.21
H -2.35 -2.47 -0.64 0.24
N 0.90 -1.41 1.13 -0.45
C 0.83 -0.25 2.00 -0.27
C 0.70 1.05 1.26 0.27
C -0.24 2.05 1.36 -0.33
C 0.13 3.03 0.41 -0.32
C 1.25 2.56 -0.20 0.10
O 1.60 1.37 0.32 -0.40
H 1.87 2.95 -0.98 0.21
H -0.37 3.95 0.21 0.23
H -1.07 2.09 2.03 0.23
H 1.76 -0.23 2.57 0.23
H 0.00 -0.34 2.70 0.22
C 2.19 -2.05 0.95 -0.26
C 3.12 -1.17 0.16 0.06
C 4.20 -0.53 0.76 -0.25
C 5.01 0.32 0.03 -0.21
C 4.75 0.53 -1.31 -0.22
C 3.68 -0.10 -1.92 -0.20
C 2.87 -0.95 -1.19 -0.23
H 2.04 -1.46 -1.65 0.23
H 3.48 0.06 -2.97 0.21
H 5.38 1.20 -1.89 0.21
H 5.84 0.81 0.51 0.21
H 4.41 -0.70 1.81 0.21
H 1.99 -2.98 0.41 0.26
H 2.61 -2.28 1.94 0.19
```

Calculated values
HOMO level ... -8.7577 eV
Multiplicity ... 1
Net charge ... 0
Energy ... -998.42302 hartree
E_LUMO ... 0.8 eV

***

ORCA calculation (ωB97M-V/def2-TZVPD) on one molecule with the formula C19H24N2O2.

XYZ file:
```
47
Properties=species:S:1:pos:R:3:nbo_charge:R:1
C -7.38 0.27 2.27 -0.61
C -6.35 -0.49 1.45 -0.43
C -6.48 -0.17 -0.04 -0.06
O -5.57 -0.90 -0.83 -0.49
C -4.25 -0.52 -0.88 0.26
C -3.70 0.60 -0.29 -0.24
C -2.36 0.90 -0.43 -0.27
C -1.52 0.07 -1.18 0.14
C -2.08 -1.06 -1.78 -0.23
C -3.42 -1.35 -1.63 -0.23
H -3.85 -2.22 -2.10 0.22
H -1.45 -1.71 -2.36 0.21
N -0.14 0.27 -1.29 -0.62
H 0.24 -0.21 -2.10 0.38
C 0.46 1.57 -1.09 -0.31
H 0.11 1.99 -0.14 0.21
C 1.98 1.44 -0.98 0.67
O 2.74 2.24 -1.48 -0.61
N 2.35 0.36 -0.26 -0.63
C 3.66 -0.12 -0.06 0.09
C 3.93 -1.45 -0.37 -0.20
C 5.19 -1.98 -0.19 -0.22
C 6.22 -1.18 0.30 -0.01
C 5.93 0.13 0.63 -0.23
C 4.67 0.68 0.48 0.09
C 4.40 2.09 0.91 -0.66
H 4.26 2.73 0.04 0.26
H 5.23 2.47 1.50 0.21
H 3.49 2.14 1.50 0.21
H 6.72 0.75 1.04 0.20
C 7.61 -1.73 0.46 -0.63
H 8.22 -1.45 -0.40 0.22
H 8.08 -1.33 1.35 0.22
H 7.59 -2.81 0.53 0.21
H 5.38 -3.01 -0.44 0.21
H 3.13 -2.07 -0.75 0.21
H 1.60 -0.30 -0.07 0.42
H 0.23 2.29 -1.88 0.21
H -1.97 1.78 0.04 0.21
H -4.31 1.28 0.30 0.21
H -6.37 0.91 -0.21 0.17
H -7.46 -0.48 -0.40 0.19
H -5.34 -0.23 1.80 0.20
H -6.48 -1.56 1.59 0.21
H -8.39 0.01 1.95 0.20
H -7.25 1.35 2.15 0.20
H -7.29 0.03 3.33 0.22
```

Calculated values
HOMO level ... -7.7036 eV
Multiplicity ... 1
Net charge ... 0
Energy ... -998.41708 hartree
E_LUMO ... 0.7 eV

***

ORCA calculation (ωB97M-V/def2-TZVPD) on C19H24N2O4 as an isolated structure.

XYZ file:
```
49
Properties=species:S:1:pos:R:3:nbo_charge:R:1
C -2.33 -0.84 -2.55 -0.24
H -2.30 -1.80 -3.17 0.21
O -2.64 -1.03 -1.34 -0.49
C -2.64 -0.17 -0.39 0.22
C -2.32 1.00 -0.81 -0.27
C -2.32 2.07 0.37 0.10
C -2.64 1.68 1.80 -0.25
C -2.91 0.53 1.82 -0.20
C -3.02 -0.46 0.87 0.21
O -3.30 -1.77 1.42 -0.45
C -3.00 -2.68 0.75 -0.05
C -1.58 -2.77 0.32 0.32
C -0.40 -2.47 0.96 -0.22
C 0.71 -2.49 0.28 -0.04
N 0.29 -3.29 -0.93 -0.16
O -1.11 -3.49 -0.57 -0.28
C 2.14 -2.40 0.59 0.71
O 2.68 -2.91 1.46 -0.49
N 2.73 -1.09 -0.21 -0.49
C 1.81 -0.32 -0.93 -0.22
H 1.02 -0.99 -1.58 0.25
C 1.10 0.91 -0.14 -0.40
H 0.95 0.59 0.76 0.19
H 0.22 1.15 -0.61 0.21
C 2.11 2.23 -0.45 -0.33
C 3.70 1.80 -0.08 -0.41
C 3.99 0.44 0.87 -0.39
H 3.34 0.77 1.69 0.20
C 3.88 -0.78 0.29 -0.23
H 4.59 -0.74 -0.67 0.13
H 4.40 -1.38 0.79 0.24
H 4.96 0.76 1.12 0.22
H 4.11 2.74 0.31 0.21
H 4.02 1.45 -1.08 0.19
H 1.74 2.58 0.65 0.18
H 2.01 2.87 -1.06 0.15
H 2.52 -0.01 -2.02 0.17
H -0.43 -1.73 2.26 0.16
H -3.52 -2.97 -0.18 0.16
H -3.29 -3.58 1.51 0.20
H -3.03 0.14 3.12 0.20
H -2.63 2.62 2.65 0.24
C -1.98 3.52 0.00 -0.62
H -1.63 3.50 -1.05 0.20
H -1.16 3.96 0.52 0.22
H -2.57 4.17 0.13 0.19
H -2.07 1.35 -1.64 0.21
H -1.22 -0.64 -2.63 0.17
H -3.01 -0.01 -3.22 0.16
```

Calculated values
HOMO level ... -8.2691 eV
Multiplicity ... 1
Net charge ... 0
Energy ... -1148.01984 hartree
E_LUMO ... 0.3 eV